{
  "formula": "C16H20AlNO2",
  "method": "ωB97M-V/def2-TZVPD",
  "species": ["Al", "C", "C", "C", "H", "C", "C", "H", "H", "H", "H", "C", "C", "C", "H", "C", "C", "H", "H", "H", "H", "O", "C", "C", "C", "C", "C", "H", "H", "H", "H", "H", "H", "H", "H", "H", "H", "O", "C", "N"],
  "xyz": [[-0.802, 0.879, 0.359], [-2.765, 1.821, -0.700], [-1.764, 2.804, -0.795], [-0.739, 2.309, -1.617], [-1.758, 3.746, -0.280], [-1.104, 1.018, -2.039], [-2.358, 0.715, -1.477], [-2.908, -0.198, -1.617], [-3.669, 1.898, -0.121], [0.200, 2.796, -1.812], [-0.504, 0.356, -2.639], [-1.926, 0.087, 2.358], [-2.558, -0.525, 1.273], [-1.609, -1.350, 0.622], [-3.575, -0.365, 0.961], [-0.410, -1.289, 1.359], [-0.591, -0.388, 2.412], [0.156, -0.060, 3.112], [-2.354, 0.826, 3.012], [-1.775, -1.944, -0.259], [0.510, -1.780, 1.089], [0.944, 0.641, -0.162], [2.661, -1.765, -0.692], [3.122, -0.389, -0.367], [2.158, -2.062, -2.053], [2.945, -2.871, 0.255], [2.146, 0.399, 0.512], [3.286, 0.193, -1.278], [4.077, -0.420, 0.167], [1.988, -0.132, 1.455], [2.579, 1.372, 0.770], [2.975, -2.268, -2.761], [1.604, -1.217, -2.459], [1.510, -2.939, -2.070], [3.949, -3.296, 0.105], [2.244, -3.700, 0.143], [2.910, -2.538, 1.294], [-3.762, 4.122, 1.685], [-2.941, 3.224, 1.318], [-2.093, 2.293, 0.938]],
  "forces_ev_per_angstrom": [[0.7, -1.1, -0.7], [-2.6, -1.0, -4.8], [0.7, 2.1, -4.9], [-0.2, 0.6, 0.0], [0.5, 0.5, -1.4], [0.6, -0.6, 0.1], [-0.6, 0.5, 0.0], [0.0, -0.2, 0.1], [-0.5, -0.6, -1.2], [0.1, 0.0, 0.0], [0.1, -0.1, 0.1], [0.0, -0.5, 0.5], [-0.1, -0.2, 0.2], [0.2, -0.3, 0.4], [-0.1, 0.1, -0.1], [0.0, -0.5, -0.4], [-0.2, 0.5, 0.1], [0.2, 0.0, 0.1], [0.0, 0.1, 0.0], [0.0, 0.0, -0.1], [0.2, 0.0, -0.2], [-1.6, 0.8, 0.7], [-1.1, 0.4, 0.5], [-0.8, -1.0, -0.1], [0.2, 0.2, 0.8], [-0.3, 0.8, -0.6], [-0.1, 0.3, -0.1], [0.0, 0.2, -0.2], [0.7, 0.2, 0.4], [0.0, -0.2, 0.1], [0.4, 0.3, 0.2], [0.6, -0.3, -1.0], [-0.1, 0.1, -0.1], [-0.2, -0.2, -0.1], [1.0, -0.7, 0.1], [-0.1, -0.2, 0.1], [0.0, -0.1, 0.2], [2.2, -2.7, -2.1], [4.1, -3.8, 2.3], [-4.0, 6.4, 11.1]],
  "energy_ev": -29090.6210,
  "lumo_energy_ev": [5.28, 5.27],
  "multiplicity": 1,
  "orbital_gap_ev": [3.091, 3.092],
  "total_charge": -2,
  "homo_ev": [2.18, 2.18]
}

{
  "formula": "C33H79IN2O5PS2",
  "method": "ωB97M-V/def2-TZVPD",
  "species": ["C", "C", "I", "C", "S", "O", "O", "N", "S", "O", "O", "P", "N", "O", "H", "H", "H", "H", "H", "H", "H", "H", "H", "C", "C", "C", "C", "C", "C", "H", "H", "H", "H", "H", "H", "H", "H", "H", "H", "H", "H", "H", "H", "C", "C", "C", "C", "C", "C", "H", "H", "H", "H", "H", "H", "H", "H", "H", "H", "H", "H", "H", "H", "C", "C", "C", "C", "C", "C", "H", "H", "H", "H", "H", "H", "H", "H", "H", "H", "H", "H", "H", "H", "C", "C", "C", "C", "C", "C", "H", "H", "H", "H", "H", "H", "H", "H", "H", "H", "H", "H", "H", "H", "C", "C", "C", "C", "C", "C", "H", "H", "H", "H", "H", "H", "H", "H", "H", "H", "H", "H", "H", "H"],
  "xyz": [[8.020, -5.723, 4.281], [7.760, -6.054, 2.804], [5.627, -5.966, 2.479], [8.299, -7.433, 2.446], [10.066, -7.567, 2.783], [10.495, -8.659, 1.966], [10.257, -7.837, 4.177], [10.580, -6.143, 2.257], [11.727, -5.455, 3.126], [12.979, -6.144, 3.133], [11.326, -5.019, 4.448], [11.993, -3.594, 2.000], [12.186, -2.470, 3.283], [10.498, -3.239, 1.443], [7.234, -5.098, 4.682], [8.928, -5.135, 4.326], [8.108, -6.616, 4.881], [8.284, -5.335, 2.199], [7.762, -8.202, 2.983], [8.211, -7.529, 1.373], [12.819, -2.872, 3.971], [12.612, -1.642, 2.884], [9.895, -3.134, 2.206], [1.082, -0.229, 3.574], [0.720, -1.660, 3.962], [1.940, -2.561, 4.151], [2.797, -2.758, 2.900], [2.053, -3.336, 1.697], [1.496, -4.734, 1.951], [1.613, -0.192, 2.621], [0.181, 0.380, 3.470], [1.714, 0.233, 4.335], [0.045, -2.085, 3.213], [0.158, -1.636, 4.900], [1.608, -3.534, 4.523], [2.571, -2.141, 4.940], [3.630, -3.420, 3.153], [3.250, -1.805, 2.612], [2.745, -3.383, 0.852], [1.242, -2.667, 1.391], [2.299, -5.428, 2.204], [0.994, -5.113, 1.059], [0.769, -4.738, 2.764], [1.657, 3.738, 2.444], [0.194, 3.643, 2.866], [-0.769, 3.585, 1.683], [-0.760, 4.814, 0.774], [-1.073, 6.136, 1.471], [-2.472, 6.178, 2.082], [1.855, 4.647, 1.872], [2.310, 3.754, 3.317], [1.941, 2.881, 1.829], [-0.055, 4.482, 3.521], [0.060, 2.739, 3.464], [-1.782, 3.416, 2.060], [-0.528, 2.707, 1.074], [-1.489, 4.652, -0.026], [0.212, 4.896, 0.280], [-0.986, 6.943, 0.738], [-0.328, 6.345, 2.244], [-3.235, 6.024, 1.315], [-2.658, 7.147, 2.549], [-2.601, 5.415, 2.850], [0.193, 0.674, -1.275], [0.091, -0.822, -0.993], [-0.598, -1.599, -2.112], [-2.052, -1.196, -2.368], [-2.973, -1.317, -1.155], [-3.102, -2.748, -0.639], [-0.792, 1.134, -1.377], [0.709, 1.183, -0.459], [0.753, 0.859, -2.194], [-0.427, -0.982, -0.043], [1.098, -1.225, -0.861], [-0.548, -2.667, -1.885], [-0.033, -1.465, -3.039], [-2.446, -1.818, -3.178], [-2.087, -0.167, -2.738], [-3.965, -0.954, -1.436], [-2.628, -0.665, -0.348], [-3.497, -3.406, -1.417], [-3.785, -2.785, 0.211], [-2.143, -3.148, -0.307], [-2.904, 8.371, -5.348], [-2.771, 6.865, -5.563], [-3.829, 6.053, -4.817], [-3.786, 6.185, -3.293], [-2.453, 5.799, -2.652], [-2.080, 4.336, -2.877], [-2.781, 8.641, -4.299], [-2.142, 8.909, -5.914], [-3.881, 8.726, -5.679], [-1.769, 6.540, -5.272], [-2.863, 6.653, -6.631], [-3.729, 5.001, -5.096], [-4.821, 6.360, -5.162], [-4.578, 5.559, -2.870], [-4.033, 7.211, -3.008], [-2.522, 5.982, -1.577], [-1.651, 6.445, -3.021], [-2.845, 3.673, -2.466], [-1.135, 4.105, -2.384], [-1.962, 4.108, -3.937], [-8.779, -0.571, -5.272], [-9.351, -0.658, -3.859], [-8.539, 0.126, -2.829], [-7.098, -0.355, -2.644], [-6.957, -1.821, -2.239], [-7.594, -2.135, -0.888], [-7.773, -0.988, -5.327], [-9.401, -1.128, -5.974], [-8.737, 0.466, -5.611], [-9.431, -1.706, -3.560], [-10.370, -0.264, -3.868], [-9.061, 0.096, -1.869], [-8.516, 1.180, -3.123], [-6.620, 0.271, -1.884], [-6.535, -0.186, -3.566], [-5.892, -2.065, -2.189], [-7.381, -2.474, -3.007], [-7.144, -1.532, -0.097], [-7.449, -3.185, -0.630], [-8.668, -1.946, -0.894]],
  "forces_ev_per_angstrom": [[-0.4, 0.6, -0.5], [0.5, -0.6, 1.4], [0.0, 0.0, -0.4], [-0.2, 1.3, -0.4], [-0.3, -0.7, -0.2], [0.3, -0.5, -1.2], [-0.1, 0.6, 1.0], [0.3, -0.1, 0.6], [-0.7, 0.9, 0.6], [1.1, -0.5, -0.6], [-0.6, 0.2, 0.5], [0.7, -0.2, -1.8], [-0.2, -0.5, 0.1], [-0.4, 0.1, 1.0], [-0.2, 0.1, 0.2], [0.4, -0.2, 0.3], [0.1, -0.2, 0.2], [-0.4, 0.4, -0.5], [0.1, -0.4, 0.1], [0.0, -0.5, -0.2], [-0.2, 0.1, 0.3], [0.1, 0.0, 0.1], [0.0, 0.0, -0.4], [-0.1, -0.1, -0.1], [0.1, 0.1, 0.1], [0.0, 0.0, 0.0], [0.0, 0.1, 0.0], [0.0, -0.1, 0.0], [-0.1, 0.1, -0.1], [0.0, 0.0, 0.0], [0.0, 0.0, 0.0], [0.0, 0.0, 0.0], [0.0, 0.0, 0.0], [0.0, 0.0, 0.0], [0.0, 0.0, 0.0], [0.0, 0.0, 0.0], [0.0, 0.0, 0.0], [0.0, 0.0, 0.0], [0.0, 0.0, 0.0], [0.0, 0.0, 0.0], [0.0, 0.0, 0.0], [0.0, -0.1, 0.0], [0.0, 0.0, 0.0], [0.0, 0.0, 0.1], [0.1, 0.0, -0.1], [-0.1, 0.0, 0.0], [0.1, 0.0, 0.0], [-0.1, 0.0, -0.1], [0.1, 0.1, 0.0], [0.0, 0.0, 0.0], [0.0, 0.0, 0.0], [0.0, 0.0, 0.0], [0.0, 0.0, 0.0], [0.0, 0.0, 0.0], [0.0, 0.0, 0.0], [0.0, 0.0, 0.0], [0.0, 0.0, 0.0], [0.0, 0.0, 0.0], [0.0, 0.0, 0.0], [0.0, 0.0, 0.0], [0.0, 0.0, 0.0], [0.0, 0.0, 0.0], [0.0, 0.0, 0.0], [0.0, 0.0, 0.2], [0.1, 0.1, -0.1], [0.0, -0.1, 0.0], [0.0, 0.1, 0.0], [0.0, -0.1, -0.1], [-0.1, 0.1, 0.1], [0.0, 0.0, 0.0], [0.0, 0.0, 0.0], [0.0, 0.0, 0.0], [0.0, 0.0, 0.0], [0.0, 0.0, 0.0], [0.0, 0.0, 0.0], [0.0, 0.0, 0.0], [0.0, 0.0, 0.0], [0.0, 0.0, 0.0], [0.0, 0.0, 0.0], [0.0, 0.0, 0.0], [0.0, 0.0, 0.0], [0.0, -0.1, 0.0], [0.0, 0.0, 0.0], [0.1, -0.1, 0.0], [-0.1, 0.1, 0.0], [0.0, 0.0, 0.0], [0.0, 0.1, 0.0], [-0.1, -0.1, 0.0], [0.1, 0.1, 0.0], [0.0, 0.0, 0.0], [0.0, 0.0, 0.0], [0.0, 0.0, 0.0], [0.0, 0.0, 0.0], [0.0, 0.0, 0.0], [0.0, 0.0, 0.0], [0.0, 0.0, 0.0], [0.0, 0.0, 0.0], [0.0, 0.0, 0.0], [0.0, 0.1, 0.0], [0.0, 0.0, 0.0], [0.0, 0.0, 0.0], [0.0, -0.1, 0.0], [0.0, 0.0, 0.0], [-0.1, -0.1, 0.0], [0.0, 0.1, -0.1], [0.0, 0.0, 0.0], [0.0, 0.0, -0.1], [0.0, 0.1, 0.1], [0.0, -0.1, -0.1], [0.0, 0.0, 0.0], [0.0, 0.0, 0.0], [0.0, 0.0, 0.0], [0.0, 0.0, 0.0], [0.0, 0.0, 0.0], [0.0, 0.0, 0.0], [0.0, 0.0, 0.0], [0.0, 0.0, 0.0], [0.0, 0.0, 0.0], [0.0, 0.0, 0.0], [0.0, 0.0, 0.0], [0.0, 0.0, 0.0], [0.0, 0.0, 0.0], [0.0, 0.0, 0.0]],
  "energy_ev": -87783.4025,
  "lumo_energy_ev": 1.48,
  "multiplicity": 1,
  "orbital_gap_ev": 7.015,
  "total_charge": -1,
  "homo_ev": -5.53
}

{
  "formula": "C14H14N3OS",
  "method": "ωB97M-V/def2-TZVPD",
  "species": ["O", "C", "C", "N", "C", "N", "C", "C", "C", "C", "C", "C", "N", "C", "C", "C", "C", "C", "S", "H", "H", "H", "H", "H", "H", "H", "H", "H", "H", "H", "H", "H", "H"],
  "xyz": [[-3.996, -0.327, 1.023], [-3.204, 0.330, 0.424], [-3.166, 1.804, 0.082], [-1.940, 2.000, -0.647], [-1.371, 0.867, -0.728], [-0.081, 0.721, -1.379], [1.073, 1.276, -0.602], [0.917, 2.391, 0.199], [2.015, 2.871, 0.897], [3.246, 2.247, 0.781], [3.391, 1.148, -0.050], [2.303, 0.657, -0.752], [-2.018, -0.185, -0.148], [-1.705, -1.603, -0.144], [-0.294, -1.885, 0.249], [0.300, -1.754, 1.465], [1.665, -2.125, 1.452], [2.093, -2.529, 0.232], [0.837, -2.478, -0.944], [-4.022, 2.101, -0.529], [-3.182, 2.432, 0.976], [-0.130, 1.227, -2.275], [0.128, -0.285, -1.552], [-0.038, 2.885, 0.271], [1.903, 3.739, 1.526], [4.095, 2.624, 1.328], [4.352, 0.671, -0.159], [2.424, -0.187, -1.413], [-2.406, -2.044, 0.574], [-1.918, -2.028, -1.132], [-0.218, -1.419, 2.345], [2.294, -2.104, 2.323], [3.063, -2.878, -0.059]],
  "forces_ev_per_angstrom": [[-0.2, -0.1, 0.1], [0.0, 0.0, 0.0], [-0.3, 0.1, 0.1], [1.1, -0.2, -0.8], [-1.1, 0.9, 0.3], [0.2, 0.1, -0.3], [0.6, 0.1, 0.4], [-0.2, 0.0, 0.0], [0.0, -0.1, -0.1], [0.0, 0.0, 0.0], [-0.1, 0.0, 0.0], [-0.1, 0.0, -0.2], [0.1, -0.3, 0.1], [-0.2, -0.3, 0.0], [0.4, -0.2, -0.3], [-0.2, 0.0, -0.3], [0.2, -0.1, -0.1], [-0.1, 0.0, -0.3], [-0.3, -0.1, 0.7], [0.0, -0.1, 0.1], [0.0, -0.1, 0.0], [-0.1, -0.2, 0.1], [0.0, 0.4, 0.0], [0.0, 0.0, 0.0], [0.0, 0.1, 0.1], [0.1, 0.0, 0.1], [0.1, -0.1, 0.0], [0.0, -0.1, 0.0], [0.1, 0.1, -0.2], [-0.1, 0.0, 0.1], [-0.2, 0.1, 0.2], [0.2, 0.0, 0.2], [0.3, -0.1, 0.0]],
  "energy_ev": -32091.5110,
  "lumo_energy_ev": -2.98,
  "multiplicity": 1,
  "orbital_gap_ev": 9.630,
  "total_charge": 1,
  "homo_ev": -12.61
}